A molecular structure, C30H33Zr in a non-equilibrium geometry, computed with ωB97M-V/def2-TZVPD.

XYZ file:
```
64
Properties=species:S:1:pos:R:3:mulliken_charge:R:1
H 1.74534 0.45694 -0.13518 0.27
C 0.90498 -3.78349 -4.30017 -0.32
C -2.48578 -2.26758 1.18397 -0.61
H -0.71689 -3.68172 3.67488 0.43
C 1.30256 -4.05317 -2.98003 -0.71
H -2.79998 -2.09769 0.15389 0.29
H 0.53613 -4.59841 -4.93038 0.34
H 5.06179 6.02544 -1.39775 0.35
C 0.38445 -0.63260 4.32924 -1.29
C 3.29697 1.74494 -1.67314 -0.46
C -2.48254 1.04091 3.55242 -0.74
C 4.51664 5.28536 -1.98188 -0.42
C -1.40035 -3.12033 3.04563 -0.72
H 3.44562 -1.01928 -1.33445 0.39
C -1.37039 1.83038 1.66205 -0.74
H -5.64569 -1.49311 1.07532 0.41
H 4.27149 6.59148 -3.70167 0.35
C 0.95576 -2.47221 -4.79025 -0.71
H 3.48603 1.60241 -0.60425 0.32
C -4.98207 -0.62681 3.63946 -1.99
C -5.00357 -0.60445 1.09741 -1.81
C 1.48104 -0.36771 -0.80970 -1.14
H -5.64312 0.28664 1.09180 0.41
H -0.02899 -0.45244 5.33052 0.29
H 1.25736 -1.22343 -0.16536 0.06
H 0.54158 -0.10375 -1.32182 0.37
C -4.14174 -0.62040 2.36423 4.06
H -5.61782 0.26551 3.66704 0.42
C -2.49770 -2.31568 3.52215 -0.64
Zr -1.12707 -0.64243 2.72673 1.02
C -1.38456 1.85421 3.09162 -0.67
H 1.25136 -5.06633 -2.57944 0.37
C 4.09199 5.60331 -3.28019 -0.48
C 4.27169 4.02393 -1.44219 -0.59
C -1.38489 -3.06620 1.61547 -0.67
H 1.34536 -0.40413 -4.30437 0.28
H 2.49171 0.92572 -3.43452 -0.21
C 3.42404 4.64293 -4.04658 -0.56
H 0.65667 -2.24958 -5.81563 0.36
C 1.41267 -1.43809 -3.96332 -0.13
C 3.16395 3.38520 -3.52258 -0.42
H -4.40510 -0.59704 0.17960 0.27
H 1.12279 0.16484 4.13252 0.33
H -4.36675 -0.63442 4.54458 0.25
C 1.95807 -1.73246 -2.71926 0.06
C -3.18654 -1.80419 2.35086 -0.84
H -0.70135 2.40580 3.73202 0.41
H 0.94346 -1.58203 4.36716 0.33
C 2.81257 0.72027 -2.41867 -0.55
C -3.17397 0.55460 2.37188 -0.84
H 2.06871 -3.21278 -1.14097 0.38
H -2.79162 0.89895 0.18185 0.29
H 3.10887 4.84808 -5.06705 0.36
C 3.57809 3.05548 -2.21409 0.78
H -2.83439 -2.21440 4.55139 0.31
H -2.82279 0.92478 4.57922 0.29
H 4.63003 3.75540 -0.44802 0.36
C 1.80073 -3.02137 -2.18038 -0.31
H -5.61891 -1.51837 3.65335 0.42
H -0.71061 -3.60443 0.95104 0.51
H -0.69692 2.38413 1.00888 0.51
C -2.47226 1.04002 1.21492 -0.52
C 2.51872 -0.63549 -1.80715 1.13
H 2.65516 2.64035 -4.13261 0.30
```

Output
E_LUMO	2.4	eV
molar mass	484.8	g mol⁻¹
energy	-32924.26482	eV
total charge	-1
orbital gap	3.3	eV